(1)
C15H14O4 | wB97M-V/def2-TZVPD

Its energy relative to the best compared isomer or geometry (same formula, charge and spin) is 348.1 kJ/mol. The HOMO-LUMO gap comes out at 9.9 eV. The calculation puts the highest occupied orbital energy at -9.2 eV. The SMILES is C=CCC1(CC=C)C(=O)Oc2ccccc2OC1=O. The LUMO energy comes out at 0.7 eV.

Element x y z (Å)
O  0.63  -0.76  -1.29
O  1.25  0.63  2.17
O  0.54  1.76  0.33
O  -1.64  -0.55  -1.05
C  -2.36  0.85  1.45
C  -1.65  -0.41  1.75
C  1.10  0.44  -1.73
C  -0.32  -0.61  0.95
C  0.27  -1.93  1.48
C  1.63  0.50  -3.06
C  -0.52  -0.68  -0.56
C  2.11  1.74  -3.55
C  0.00  -4.20  0.41
C  0.59  0.67  1.16
C  -0.59  -3.14  1.12
C  1.97  2.92  -2.83
C  -2.34  1.90  2.35
C  1.45  2.85  -1.53
C  1.00  1.61  -0.96
H  0.33  -1.89  2.58
H  2.28  3.87  -3.24
H  2.50  1.81  -4.59
H  -2.93  2.78  2.11
H  1.70  -0.40  -3.65
H  -0.46  -5.15  0.18
H  -1.44  -0.44  2.83
H  -1.76  1.89  3.26
H  -1.61  -3.27  1.48
H  -2.96  0.91  0.55
H  1.27  -2.10  1.05
H  1.09  -4.12  0.19
H  -2.37  -1.23  1.59
H  1.25  3.75  -0.96

(2)
C15H15Cl2F5O15Pd | wB97M-V/def2-TZVPD

Its energy relative to the best compared isomer or geometry (same formula, charge and spin) is 120.7 kJ/mol. The HOMO-LUMO gap (alpha / beta) comes out at 8.4 / 7.1 eV. The calculation puts the highest occupied orbital energy (alpha / beta) at -8.1 / -8.1 eV. Its spin multiplicity is 3. The LUMO energy (alpha / beta) comes out at 0.3 / -1.1 eV.

Element x y z (Å)
Pd  -0.20  -0.50  0.86
Cl  1.87  -0.58  -0.51
Cl  -2.22  -0.37  2.27
F  3.92  0.60  6.17
F  1.69  5.68  0.17
F  -4.31  -2.10  -4.40
F  1.61  -6.39  2.08
F  -2.33  2.02  -4.82
O  3.02  0.74  2.90
O  1.31  -0.71  2.94
O  0.31  -4.41  -0.19
O  0.34  1.68  1.53
O  -1.04  -1.94  -3.29
O  -1.07  1.07  -0.93
O  1.16  3.51  0.53
O  -2.46  1.51  -2.62
O  -3.12  -1.73  -2.52
O  0.09  -2.69  1.22
O  -0.34  3.72  2.14
O  -1.06  3.09  -1.95
O  0.07  -4.78  1.99
O  2.75  -0.57  4.65
O  -1.36  -1.79  -1.08
C  0.23  5.03  1.92
C  0.67  4.83  0.49
C  0.36  2.84  1.40
C  -1.62  3.59  -3.14
C  -1.79  -1.82  -2.18
C  0.57  -5.82  -0.04
C  -2.63  2.52  -3.57
C  3.96  1.22  3.86
C  -1.92  -2.39  -4.32
C  0.17  -3.86  1.03
C  2.25  -0.20  3.45
C  -1.49  1.86  -1.71
C  0.42  -6.05  1.47
C  -3.16  -1.57  -3.92
C  3.97  0.07  4.90
H  -1.66  -2.16  -5.36
H  1.60  -5.98  -0.36
H  -0.13  -6.41  -0.62
H  4.94  1.42  3.42
H  -2.14  4.53  -2.95
H  -3.65  2.88  -3.65
H  -0.89  3.70  -3.95
H  4.83  -0.58  4.77
H  -3.00  -0.55  -4.26
H  -2.06  -3.46  -4.15
H  -0.13  4.98  -0.24
H  3.56  2.17  4.21
H  -0.60  5.73  2.04
H  1.01  5.28  2.63
H  -0.30  -6.84  1.68

(3)
C15H15Cl2N2O | wB97M-V/def2-TZVPD

As for the net charge: +1. The HOMO-LUMO gap comes out at 9.1 eV. The calculation puts the highest occupied orbital energy at -11.9 eV. The SMILES is O=C(C[NH2+]Cc1ccccc1)Nc1cccc(Cl)c1Cl. The LUMO energy comes out at -2.8 eV.

Element x y z (Å)
Cl  2.28  -1.78  -0.12
Cl  4.77  -0.24  0.92
O  -0.51  -0.83  0.71
N  -2.37  -2.27  0.00
N  0.17  -0.07  -1.33
C  -4.02  2.37  0.57
C  -1.71  -1.65  -1.15
C  3.49  0.62  0.17
C  1.32  0.64  -0.88
C  -3.40  0.24  1.47
C  -3.80  -1.89  0.21
C  3.57  2.00  0.00
C  1.42  2.01  -1.06
C  -3.90  -0.39  0.34
C  -3.45  1.62  1.58
C  -4.47  0.37  -0.68
C  -0.59  -0.78  -0.51
C  2.54  2.68  -0.62
C  -4.53  1.75  -0.56
C  2.36  -0.07  -0.28
H  -3.06  2.10  2.46
H  0.61  2.54  -1.54
H  2.62  3.75  -0.76
H  -4.98  2.33  -1.34
H  4.45  2.52  0.35
H  -2.97  -0.34  2.27
H  -4.07  3.45  0.66
H  -2.40  -1.01  -1.70
H  -4.39  -2.25  -0.63
H  -1.76  -1.85  0.80
H  -4.89  -0.11  -1.55
H  -1.27  -2.39  -1.82
H  -4.14  -2.38  1.12
H  -2.27  -3.29  0.00
H  -0.03  -0.04  -2.32

(4)
C15H15ClMoN2O3S | wB97M-V/def2-TZVPD

As for the net charge: +2. Its energy relative to the best compared isomer or geometry (same formula, charge and spin) is 12.1 kJ/mol. The HOMO-LUMO gap (alpha / beta) comes out at 6.9 / 7.1 eV. The calculation puts the highest occupied orbital energy (alpha / beta) at -14.5 / -14.5 eV. Its spin multiplicity is 3. The LUMO energy (alpha / beta) comes out at -7.6 / -7.4 eV.

Element x y z (Å)
Mo  -0.05  0.27  0.37
Cl  -5.57  -4.52  -0.64
S  0.38  0.04  2.68
O  0.07  -1.73  -0.59
O  -1.89  -0.04  0.18
O  1.98  0.49  -0.12
N  3.75  1.84  -0.31
N  1.76  -2.25  2.80
C  -0.85  -2.56  -0.74
C  -4.07  -0.92  0.24
C  2.51  1.64  0.06
C  2.02  -3.56  2.99
C  -4.94  -1.99  0.05
C  -2.72  -1.10  0.00
C  0.98  -4.42  3.22
C  0.53  -1.71  2.83
C  -2.23  -2.34  -0.44
C  -0.32  -3.91  3.26
C  -4.47  -3.22  -0.40
C  0.23  2.35  0.48
C  1.69  2.69  0.74
C  -3.13  -3.40  -0.65
C  -0.54  -2.55  3.07
H  4.20  2.74  -0.19
H  -1.15  -4.57  3.46
H  -2.76  -4.35  -1.02
H  4.26  1.11  -0.78
H  1.99  3.69  0.44
H  -6.00  -1.86  0.23
H  -0.58  -3.53  -1.16
H  -1.54  -2.13  3.12
H  1.91  2.61  1.81
H  1.18  -5.47  3.38
H  -0.06  2.67  -0.53
H  -4.44  0.04  0.57
H  3.05  -3.85  2.95
H  2.54  -1.61  2.65
H  -0.45  2.83  1.19

(5)
C15H15ClO8 | wB97M-V/def2-TZVPD

Its energy relative to the best compared isomer or geometry (same formula, charge and spin) is 0.0 kJ/mol. The HOMO-LUMO gap comes out at 9.7 eV. The calculation puts the highest occupied orbital energy at -10.1 eV. The SMILES is C[C@]1(CC(=O)O)OC(=O)C(CC2=C[C@](C)(CC(=O)O)OC2=O)=C1Cl. The LUMO energy comes out at -0.4 eV.

Element x y z (Å)
Cl  -1.80  -3.01  -0.55
O  3.98  -2.91  -0.12
O  1.24  -0.21  2.35
O  -3.54  4.06  -0.64
O  -2.66  0.42  -1.49
O  -1.18  2.19  -1.70
O  1.70  -2.19  1.31
O  3.38  -4.57  -1.56
O  -2.58  4.31  1.38
C  1.67  -3.05  -0.96
C  0.97  -3.03  0.39
C  -1.50  -0.24  1.14
C  0.82  -4.45  0.97
C  -1.22  0.94  0.22
C  3.09  -3.58  -0.89
C  -0.47  2.06  0.49
C  -0.38  -2.43  0.28
C  -0.38  -1.25  1.00
C  -2.48  4.21  0.20
C  0.90  -1.16  1.62
C  0.98  3.14  -1.24
C  -0.47  2.93  -0.71
C  -1.73  1.11  -1.09
C  -1.10  4.29  -0.42
H  1.69  -2.02  -1.31
H  1.47  2.19  -1.40
H  0.22  -5.11  0.32
H  0.09  2.27  1.39
H  0.89  3.66  -2.15
H  -2.43  -0.71  0.86
H  3.45  -2.22  0.37
H  -1.12  4.87  -1.33
H  1.80  -4.93  1.14
H  1.09  -3.65  -1.68
H  1.62  3.71  -0.53
H  -1.59  0.07  2.18
H  -0.42  4.80  0.29
H  -4.30  3.90  -0.02
H  0.29  -4.43  1.93

(6)
C15H15F16N2O2S | wB97M-V/def2-TZVPD

As for the net charge: +1. The HOMO-LUMO gap comes out at 9.6 eV. The calculation puts the highest occupied orbital energy at -13.7 eV. The LUMO energy comes out at -4.1 eV.

Element x y z (Å)
S  0.55  0.84  -2.94
F  2.33  1.18  2.37
F  3.55  -0.54  2.80
F  3.52  -3.04  2.82
F  -1.85  1.55  0.45
F  -3.91  2.17  0.21
F  0.81  -3.03  3.71
F  -5.58  2.89  -1.49
F  -6.28  4.57  -2.68
F  -3.33  -0.07  -1.29
F  2.90  -4.78  3.96
F  2.65  -0.55  0.20
F  -3.63  1.64  -2.60
F  1.64  -2.12  1.33
F  1.55  -3.23  5.74
F  -3.57  4.31  -2.92
F  -4.18  6.11  -1.87
O  -2.26  3.33  -0.78
O  1.45  -0.41  3.59
N  0.53  -2.84  -2.24
N  0.41  -0.84  -3.50
C  1.86  -2.73  4.52
C  2.29  -0.16  2.51
C  -2.74  2.07  -0.44
C  2.61  -1.52  -2.61
C  3.48  -2.41  -1.89
C  1.25  -1.82  -2.71
C  2.78  -3.55  -1.39
C  -4.11  4.76  -1.76
C  3.13  -3.45  4.05
C  -3.13  4.45  -0.61
C  1.39  -3.67  -1.61
C  1.77  -0.78  1.22
C  1.95  -1.20  4.67
C  -2.82  1.14  -1.65
C  -5.54  4.24  -1.60
H  0.80  -0.87  -4.45
H  1.43  1.37  -3.85
H  0.90  -4.58  -1.20
H  3.02  -0.60  -3.07
H  0.80  -0.37  0.95
H  2.95  -0.88  4.98
H  -2.46  5.30  -0.56
H  -0.57  -1.17  -3.58
H  3.32  -4.34  -0.84
H  4.56  -2.24  -1.74
H  3.95  -3.30  4.75
H  -1.83  0.99  -2.09
H  1.30  -0.95  5.50
H  -6.01  4.68  -0.72
H  -3.63  4.44  0.36

| no. | calculated total energy (eV) |
| --- | --- |
| 1 | -23969.4216 |
| 2 | -88622.1241 |
| 3 | -45865.5915 |
| 4 | -50120.8357 |
| 5 | -44701.3688 |
| 6 | -77180.1734 |